[1]
147
Properties=species:S:1:pos:R:3 method="wB97M-V/def2-TZVPD" multiplicity=1 fmax_ev_per_a=5.28 e_homo_ev=-9.51 de_lowest_kj_mol=1304.5 charge=+1
C -7.5575 3.6976 5.3254
C -7.5927 4.7719 4.2471
O -8.1879 5.8315 4.4538
N -7.2734 4.4028 2.8339
H -6.9357 3.4509 2.8354
H -8.0937 4.4281 2.2453
C -6.2429 5.3790 2.1842
H -8.4586 3.0880 5.2587
H -7.6006 4.2504 6.2639
H -6.6174 3.1463 5.3065
H -5.5330 5.6710 2.9580
H -6.7629 6.2849 1.8727
H -5.7423 4.8008 1.4075
C 0.0512 -3.6490 5.8513
C -1.3735 -3.8960 6.1945
O -1.6506 -4.8766 6.8707
N -2.4881 -2.9214 5.8758
H -2.1600 -2.3671 5.0978
H -3.3095 -3.4293 5.5799
C -2.9185 -2.1099 7.1620
H 0.3207 -2.6136 6.0600
H 0.0692 -3.7539 4.7666
H 0.7323 -4.3321 6.3589
H -3.5670 -1.3105 6.8037
H -2.0412 -1.6301 7.5959
H -3.4177 -2.6546 7.9634
C -6.0444 -3.2442 -2.9186
N -5.2810 -2.3591 -3.9172
C -5.4196 -0.8436 -3.7278
C -3.7274 -2.4830 -3.9312
C -5.8577 -2.6096 -5.3267
C -5.9649 -4.0468 -5.8047
O -4.7436 -4.8688 -5.8419
H -5.7954 -2.9899 -1.8884
H -5.7378 -4.2813 -3.0543
H -7.0944 -3.0924 -3.1689
H -4.7762 -0.3358 -4.4463
H -5.1759 -0.6469 -2.6838
H -6.4626 -0.5297 -3.7692
H -3.1903 -1.7782 -4.5659
H -3.5537 -3.5389 -4.1388
H -3.3434 -2.3144 -2.9251
H -5.3374 -2.0253 -6.0856
H -6.8542 -2.1705 -5.2795
H -6.4396 -4.0420 -6.7858
H -6.7258 -4.5902 -5.2444
H -4.9899 -5.7921 -5.7499
C 1.0723 1.9837 -5.8449
C 1.9671 1.8765 -4.6511
C 1.7343 2.9255 -3.6001
C 2.1385 4.3142 -4.0753
N 1.7945 5.4632 -3.1050
C 2.7095 5.3017 -1.8496
C 3.0459 6.6555 -1.2876
C 2.9642 7.6239 -2.5330
C 2.2429 6.8815 -3.6564
C 0.3045 5.6360 -2.7152
C -0.6723 5.7794 -3.9600
C -2.2159 5.5854 -3.6751
H 1.0213 1.0412 -6.3900
H 1.3429 2.7729 -6.5463
H 0.1075 2.3267 -5.4712
H 3.0091 1.6987 -4.9169
H 1.6161 0.9778 -4.1438
H 2.4514 2.6892 -2.8139
H 0.7527 2.8141 -3.1396
H 1.6657 4.6232 -5.0076
H 3.2234 4.3910 -4.1467
H 2.1873 4.7464 -1.0704
H 3.5679 4.6697 -2.0774
H 2.2049 6.9889 -0.6797
H 4.0039 6.6340 -0.7681
H 2.3109 8.4877 -2.4097
H 3.9270 7.9863 -2.8933
H 1.5529 7.4408 -4.2882
H 3.0126 6.6220 -4.3833
H 0.1855 6.5294 -2.1022
H 0.1831 4.7340 -2.1154
H -0.4716 5.0692 -4.7623
H -0.4871 6.7370 -4.4468
H -2.7909 6.0189 -4.4934
H -2.5344 5.9598 -2.7023
H -2.3919 4.5130 -3.5910
C 9.0314 -6.5111 -3.5126
C 9.4781 -5.7578 -2.1387
C 8.4486 -6.0352 -1.0407
C 7.0490 -5.4198 -1.3325
N 6.0844 -5.4619 -0.1618
C 4.6152 -5.0787 -0.4460
C 4.4881 -3.6537 0.2039
C 5.3664 -3.6597 1.4449
C 6.5925 -4.4325 0.9728
C 6.0868 -6.9564 0.3651
C 5.6114 -7.9249 -0.7047
C 4.9082 -9.1064 -0.0492
H 9.9360 -6.2695 -4.0707
H 8.1123 -6.1262 -3.9545
H 8.9271 -7.5327 -3.1473
H 9.5067 -4.6792 -2.2932
H 10.4220 -6.2074 -1.8305
H 8.9712 -5.7438 -0.1296
H 8.4329 -7.1149 -0.8917
H 6.6009 -5.8054 -2.2483
H 7.2827 -4.3587 -1.4194
H 3.8490 -5.7566 -0.0700
H 4.5100 -4.8651 -1.5097
H 3.4429 -3.3846 0.3560
H 4.9614 -2.9494 -0.4802
H 4.8580 -4.0783 2.3135
H 5.6408 -2.6387 1.7100
H 6.9681 -5.0598 1.7812
H 7.4397 -3.8384 0.6301
H 5.3125 -6.8623 1.1265
H 6.9468 -7.2775 0.9528
H 6.3759 -8.4114 -1.3105
H 4.8761 -7.5095 -1.3937
H 5.6736 -9.6763 0.4775
H 4.3749 -9.8024 -0.6967
H 4.2079 -8.7919 0.7246
P -0.7695 9.0327 4.1858
F 0.5569 8.0810 4.2658
F -1.4411 7.7508 4.8816
F -0.3626 9.5152 5.6828
F -2.2323 9.8095 4.1779
F 0.0462 10.2027 3.4138
F -1.2465 8.3983 2.8195
P -8.9458 -2.8023 3.4881
F -7.4712 -3.4574 3.7606
F -9.7110 -3.9582 4.3612
F -8.8355 -1.9470 4.9171
F -10.4157 -2.1503 3.3497
F -8.2715 -1.5464 2.6785
F -9.1946 -3.6510 2.1103
P 3.8502 3.2777 6.1542
F 3.3444 1.6711 6.2939
F 4.3646 3.0312 4.5872
F 2.3593 3.5393 5.6464
F 4.0195 4.8314 6.0707
F 3.3192 3.6649 7.6075
F 5.3662 3.1627 6.6685
P -1.9202 1.5608 1.8688
F -2.3509 1.8961 0.2826
F -0.3652 1.6870 1.5477
F -1.9300 3.1494 2.3048
F -1.5471 1.0286 3.3911
F -3.5232 1.3571 2.0717
F -1.9514 0.0282 1.3790



[2]
129
Properties=species:S:1:pos:R:3 method="wB97M-V/def2-TZVPD" multiplicity=1 fmax_ev_per_a=7.47 e_homo_ev=-9.53 charge=+1
Y 11.5786 11.0898 -3.9559
C 12.4864 9.4598 -0.5170
C 13.4611 9.0661 -1.5940
O 13.1098 9.5862 -2.8241
H 12.7189 10.4292 -0.0763
H 12.3081 8.6903 0.2342
H 11.4904 9.7021 -0.8875
H 13.4823 7.9834 -1.7178
H 14.4024 9.4120 -1.1670
C 10.8154 12.9828 -0.7340
O 9.4195 13.2577 -0.8139
O 11.1851 12.5660 -2.0381
C 11.7249 14.1211 -0.1151
F 11.4135 14.5437 1.1143
F 13.0110 13.8616 -0.1789
F 11.5128 15.2231 -0.8929
C 8.6742 13.0139 0.3366
C 7.2464 13.2613 -0.0656
H 6.4536 13.0996 0.6648
H 7.0425 14.2956 -0.3425
H 6.9252 12.6197 -0.8861
H 8.9168 13.6326 1.2006
H 8.7007 11.9880 0.7038
H 10.8626 12.1927 0.0154
O 9.9939 9.8586 -2.6362
H 9.0497 9.8524 -2.7933
H 10.1979 8.9638 -2.3644
O 15.6573 8.5717 -4.3768
H 16.0684 9.3118 -3.9304
H 14.7436 8.5974 -4.0925
O 13.8819 12.1073 -3.9347
H 13.9537 13.0618 -3.9342
H 14.6900 11.8056 -3.5196
C 13.2212 6.3664 3.3756
C 14.4982 6.5049 2.5256
C 14.7526 8.0403 2.3111
C 16.1805 8.2360 1.8481
C 17.2219 7.6371 2.7843
C 17.0062 6.1083 3.0040
N 15.5964 5.7736 3.1969
O 15.3117 4.4464 3.5472
C 17.7235 5.3806 1.7922
C 17.8199 5.6726 4.2400
C 14.2468 5.8846 1.0580
H 12.9520 5.3123 3.4422
H 12.4015 6.9981 3.0332
H 13.4516 6.8206 4.3394
H 14.1211 8.3531 1.4796
H 14.5705 8.6905 3.1668
H 16.4011 9.3033 1.8280
H 16.4857 7.9247 0.8491
H 17.0938 8.1556 3.7344
H 18.1901 7.7499 2.2965
H 18.8060 5.4611 1.8913
H 17.4693 4.3221 1.8476
H 17.3539 5.7859 0.8503
H 18.9081 5.7231 4.2749
H 17.3585 6.1450 5.1072
H 17.6746 4.6019 4.3838
H 15.0600 6.2469 0.4291
H 13.3274 6.2556 0.6051
H 14.2624 4.7947 1.0636
H 15.2182 3.9166 2.7521
C 15.5253 3.9543 -4.8924
C 16.0234 4.6240 -3.5664
C 16.3787 3.3915 -2.6273
C 17.2946 3.7725 -1.5348
C 18.6249 4.3487 -2.0460
C 18.3692 5.6200 -2.9802
N 17.2717 5.2964 -3.9086
O 17.2027 6.1369 -5.0756
C 17.9979 6.7357 -2.1156
C 19.7667 5.8789 -3.6379
C 14.9521 5.4587 -2.9406
H 14.9131 3.0792 -4.6744
H 16.3294 3.4461 -5.4247
H 14.9849 4.6026 -5.5821
H 15.4830 2.9810 -2.1611
H 16.7827 2.5347 -3.1666
H 17.5913 2.8611 -1.0158
H 16.7791 4.4394 -0.8437
H 19.2192 3.5678 -2.5205
H 19.2192 4.5649 -1.1582
H 17.2170 6.4904 -1.3958
H 18.7592 7.2669 -1.5442
H 17.6034 7.5512 -2.7218
H 19.9711 5.0118 -4.2660
H 19.7383 6.7096 -4.3429
H 20.6164 5.9849 -2.9635
H 15.2174 5.9709 -2.0157
H 14.0327 4.9159 -2.7213
H 14.6692 6.3278 -3.5346
H 16.6890 6.8448 -4.6798
C 15.6037 12.7232 -1.0291
C 16.7267 11.8761 -1.5821
C 17.3341 10.9275 -0.5454
O 16.0719 11.0197 -2.5437
H 16.0264 13.3688 -0.2593
H 14.8627 12.0429 -0.6095
H 14.9982 13.3417 -1.6916
H 17.5616 12.4205 -2.0233
H 18.1672 10.4913 -1.0964
H 16.6883 10.2055 -0.0457
H 17.8253 11.5804 0.1761
H 15.3511 10.5712 -2.0954
C 10.8532 5.4513 -1.5706
C 10.9868 6.1971 -2.9008
C 10.9245 5.1097 -4.0342
O 9.8517 7.0869 -2.9919
H 10.6923 6.1220 -0.7266
H 11.7763 4.8851 -1.4467
H 10.0800 4.6831 -1.5595
H 11.9118 6.7550 -3.0464
H 10.2960 4.2196 -4.0065
H 11.9341 4.7034 -4.0950
H 10.5297 5.5991 -4.9246
H 8.9779 6.6906 -3.0240
C 8.3570 9.1843 0.8717
C 8.4105 7.7228 0.6540
C 9.4978 7.1385 1.5443
O 7.1936 7.1271 0.9893
H 8.4301 9.3971 1.9382
H 7.4653 9.6721 0.4779
H 9.1795 9.6806 0.3566
H 8.7525 7.4076 -0.3318
H 10.4336 7.6563 1.3338
H 9.6555 6.0656 1.4343
H 9.3235 7.1840 2.6193
H 6.5835 7.3111 0.2713